[1]
C2H8N2O2S2 | ωB97M-V/def2-TZVPD

Relative energy (zero: lowest compared OMol25 entry of this formula, charge and spin) ... 3.289 eV
HOMO level (alpha / beta) ... -0.3033 / -0.2779 hartree
Total charge ... 0
HOMO-LUMO gap (alpha / beta) ... 8.28 / 7.05 eV
F_max ... 0.07750 hartree/bohr

Last column: Mulliken charge in e.
Cartesian coordinates (Å):
C 2.33 0.55 0.70  -0.530
C -0.09 0.51 -0.58  -0.349
N -0.91 1.48 0.03  -0.624
N -1.91 -1.60 -0.38  -0.643
O -0.64 -0.66 1.55  -0.654
O 0.55 -2.05 -0.13  -0.699
S 3.18 -0.47 -0.26  -0.192
S -0.42 -1.02 0.18  1.177
H 2.44 1.63 0.67  0.347
H 1.80 0.05 1.61  0.324
H 0.49 0.40 -1.51  0.426
H -1.06 1.16 0.95  0.335
H -0.29 2.24 0.26  0.307
H -2.66 -0.94 -0.33  0.297
H -1.97 -1.61 -1.41  0.284
H 2.16 -1.36 -0.48  0.196

---

[2]
C2H8N2OP2 | ωB97M-V/def2-TZVPD

Relative energy (zero: lowest compared OMol25 entry of this formula, charge and spin) ... 1.640 eV
HOMO level ... -0.3233 hartree
SMILES ... CN(C)[P@@H]1=N[P@@H]1=O
Total charge ... 0
HOMO-LUMO gap ... 8.99 eV
F_max ... 0.10110 hartree/bohr

Last column: Mulliken charge in e.
Cartesian coordinates (Å):
C -1.25 1.02 -0.31  -1.230
C -0.97 -1.25 0.22  -0.897
N 2.12 -0.81 -0.44  -0.402
N -0.28 0.03 -0.19  0.060
O 2.23 -0.48 2.25  -0.559
P 0.94 -0.21 -1.47  -0.036
P 2.00 0.04 0.93  0.782
H -0.97 2.02 -0.81  0.284
H -2.02 0.73 -0.93  0.472
H -1.82 1.16 0.55  0.461
H -0.87 -1.59 1.33  0.238
H -2.04 -1.23 -0.10  0.302
H -0.45 -2.05 -0.35  0.378
H 1.30 1.28 -1.48  0.018
H 2.06 1.34 0.80  0.129

---

[3]
C2H8N2S | ωB97M-V/def2-TZVPD

Relative energy (zero: lowest compared OMol25 entry of this formula, charge and spin) ... 0.269 eV
HOMO level (alpha / beta) ... -0.0597 / -0.0964 hartree
Total charge ... -1
HOMO-LUMO gap (alpha / beta) ... 5.98 / 6.92 eV
⟨S²⟩ ... 0.753
2S+1 ... 2
F_max ... 0.02706 hartree/bohr

Last column: Mulliken charge in e.
Cartesian coordinates (Å):
C 0.35 1.90 -0.51  -0.779
S -1.36 1.43 -0.15  -0.701
H 0.78 1.18 -1.22  0.175
H 0.44 2.87 -1.01  0.275
H 0.99 1.94 0.37  0.230
N -0.30 -1.11 0.80  -0.351
C 0.47 -1.66 -0.19  -0.289
N 1.79 -2.18 0.07  -0.560
H -0.24 -1.50 1.72  0.128
H -0.83 -0.15 0.68  0.069
H 0.08 -1.83 -1.18  0.397
H 2.54 -1.59 -0.29  0.181
H 1.89 -2.37 1.06  0.225

---

E_tot, record by record: -30944.859; -25807.386; -16017.927 eV